Formula: C22H24N4O5S
Source: the OMol25 dataset
Level of theory: ωB97M-V/def2-TZVPD

Computed properties:
Energy relative to the best compared isomer or geometry (same formula, charge and spin), kcal/mol: 0.9
HOMO, eV: -8.28
HOMO-LUMO gap, eV: 8.91

The geometry in ORCA input format:
```
! wB97M-V def2-TZVPD RIJCOSX def2/J DEFGRID3
* xyz 0 1
O -0.646 0.730 -2.727
C -1.624 0.325 -2.122
N -2.320 1.139 -1.289
C -3.283 0.719 -0.298
H -3.775 -0.207 -0.587
C -2.570 0.556 1.047
N -1.990 1.834 1.431
C -1.054 2.306 0.426
C -1.750 2.422 -0.930
H -1.033 2.708 -1.700
H -2.556 3.159 -0.879
H -0.682 3.287 0.733
H -0.197 1.623 0.309
C -1.427 1.827 2.777
C -0.264 0.877 2.941
C 1.030 1.303 2.680
C 2.118 0.426 2.696
C 1.853 -0.891 2.980
C 0.557 -1.326 3.265
C -0.510 -0.464 3.256
H -1.502 -0.815 3.484
O 0.580 -2.663 3.541
C 1.913 -3.077 3.344
O 2.715 -1.951 3.050
H 1.959 -3.789 2.504
H 2.286 -3.565 4.258
H 3.124 0.764 2.507
H 1.209 2.346 2.461
H -1.113 2.850 3.000
H -2.233 1.555 3.462
H -3.292 0.264 1.812
H -1.809 -0.235 0.948
H -4.039 1.507 -0.214
C -2.186 -1.077 -2.312
H -3.189 -0.978 -2.735
C -1.318 -1.935 -3.233
H -0.942 -1.324 -4.055
H -1.920 -2.745 -3.648
C -0.129 -2.562 -2.503
N 0.836 -1.556 -2.082
C 0.751 -1.091 -0.791
O -0.037 -1.529 0.027
N 1.638 -0.107 -0.439
C 2.472 0.490 -1.342
C 2.507 0.023 -2.639
C 1.681 -1.067 -3.088
O 1.694 -1.566 -4.191
S 3.614 0.927 -3.606
C 4.018 1.909 -2.257
C 3.346 1.577 -1.121
H 3.459 2.078 -0.177
H 4.739 2.693 -2.378
H 1.619 0.201 0.529
H -0.458 -3.096 -1.610
H 0.393 -3.243 -3.179
H -2.263 -1.565 -1.339
*
```

***

Formula: C22H24N8ORuS4
Source: the OMol25 dataset
Level of theory: ωB97M-V/def2-TZVPD

Computed properties:
HOMO (spin up / spin down), eV: -12.38 / -13.39
HOMO-LUMO gap (spin up / spin down), eV: 6.49 / 5.46

The geometry in ORCA input format:
```
! wB97M-V def2-TZVPD RIJCOSX def2/J DEFGRID3
* xyz 2 5
Ru 0.561 -2.142 -0.423
N -2.286 0.612 -2.056
C -1.238 -0.199 -1.933
N -0.661 -0.501 -0.808
C -1.100 0.121 0.436
N -1.102 -0.840 1.564
N -0.412 -1.882 1.290
C -0.335 -2.878 2.194
C 0.374 -4.042 1.765
C 0.563 -5.145 2.589
C 1.242 -6.252 2.090
C 1.708 -6.219 0.791
C 1.491 -5.080 0.015
N 0.848 -4.019 0.478
C -2.484 0.717 0.330
C -3.244 1.018 1.459
C -4.470 1.644 1.332
C -4.956 1.980 0.071
C -4.229 1.667 -1.061
C -3.002 1.028 -0.921
H -2.688 0.753 -2.971
H -0.838 -0.637 -2.841
H -0.806 -2.777 3.161
H 0.184 -5.131 3.601
H 1.399 -7.121 2.712
H 2.236 -7.058 0.362
H 1.846 -5.014 -1.006
H -2.875 0.747 2.439
H -5.054 1.866 2.212
H -5.913 2.470 -0.028
H -4.616 1.893 -2.045
O 6.713 -1.522 -3.429
C 5.672 -1.686 -2.893
S 5.375 -1.290 -1.169
C 3.689 -1.662 -1.154
C 3.127 -2.094 -2.369
S 1.497 -2.507 -2.574
S 4.185 -2.205 -3.738
S 2.853 -1.477 0.322
C 0.004 3.602 -1.758
N 0.408 2.445 -0.964
C 1.413 1.587 -1.588
C 0.092 2.352 0.335
N -0.100 1.127 0.906
N -0.005 3.440 1.088
C 0.783 4.643 0.805
C -0.726 3.459 2.359
H -0.300 3.238 -2.740
H 0.817 4.315 -1.897
H -0.842 4.097 -1.288
H 2.282 2.201 -1.837
H 1.025 1.147 -2.507
H 1.717 0.795 -0.905
H -0.052 1.140 1.916
H 1.594 4.403 0.123
H 1.211 4.987 1.744
H 0.165 5.436 0.387
H -1.549 2.749 2.339
H -1.138 4.456 2.496
H -0.055 3.246 3.194
*
```

***

Formula: C22H24NO9P2RhS
Source: the OMol25 dataset
Level of theory: ωB97M-V/def2-TZVPD

Computed properties:
Energy relative to the best compared isomer or geometry (same formula, charge and spin), kcal/mol: 15.3
HOMO (spin up / spin down), eV: -8.74 / -8.82
HOMO-LUMO gap (spin up / spin down), eV: 8.16 / 6.41

The geometry in ORCA input format:
```
! wB97M-V def2-TZVPD RIJCOSX def2/J DEFGRID3
* xyz 0 5
Rh -0.214 0.040 0.010
O 4.035 -0.482 1.030
P 2.469 -0.748 1.052
O 2.190 -2.125 1.551
O 1.964 -0.303 -0.306
O 1.960 0.317 2.166
P 0.629 -0.062 3.048
O 1.159 -1.276 3.926
O 0.136 1.086 3.798
O -0.359 -0.702 2.038
H 4.212 0.261 0.457
H 1.683 -1.840 3.334
C -3.802 1.464 -0.262
C -3.084 0.206 -0.790
C -3.184 -0.929 0.242
O -1.788 0.494 -1.126
H -4.856 1.248 -0.106
H -3.702 2.277 -0.976
H -3.356 1.776 0.680
H -3.591 -0.114 -1.721
H -2.658 -0.645 1.158
H -2.718 -1.824 -0.168
H -4.224 -1.142 0.481
N 0.366 1.962 0.578
C 0.125 3.083 0.407
C -0.053 4.456 0.253
C -0.576 5.211 1.313
C -0.681 6.580 1.182
C -0.273 7.210 0.013
C 0.249 6.462 -1.034
C 0.360 5.091 -0.927
H -0.872 4.708 2.221
H -1.078 7.166 1.996
H -0.363 8.282 -0.084
H 0.575 6.956 -1.937
H 0.768 4.500 -1.733
O -0.004 -2.236 -0.243
S 0.061 -2.994 1.029
C -1.424 -4.062 0.848
C -1.969 -4.659 1.970
C -3.073 -5.486 1.838
C -3.634 -5.701 0.588
C -3.091 -5.086 -0.530
C -1.981 -4.268 -0.402
C 1.163 -4.384 0.679
C 1.694 -4.571 -0.582
C 2.567 -5.626 -0.792
C 2.902 -6.468 0.256
C 2.371 -6.264 1.520
C 1.497 -5.213 1.735
H -1.532 -4.473 2.939
H -3.498 -5.958 2.711
H -4.496 -6.344 0.483
H -3.531 -5.245 -1.503
H -1.546 -3.787 -1.265
H 1.440 -3.877 -1.368
H 3.002 -5.784 -1.770
H 3.592 -7.282 0.090
H 2.654 -6.910 2.337
H 1.087 -5.019 2.714
*
```

***

Formula: C22H25BN12NiS
Source: the OMol25 dataset
Level of theory: ωB97M-V/def2-TZVPD

Computed properties:
HOMO (spin up / spin down), eV: -11.31 / -11.30
HOMO-LUMO gap (spin up / spin down), eV: 7.76 / 5.29

The geometry in ORCA input format:
```
! wB97M-V def2-TZVPD RIJCOSX def2/J DEFGRID3
* xyz 1 4
Ni -0.577 -0.641 0.088
C 3.287 -3.519 3.876
C 2.203 -4.188 3.044
N 0.967 -3.396 3.050
C 0.345 -2.897 1.978
S -1.086 -1.961 2.172
N 0.816 -3.228 0.757
N 0.237 -2.525 -0.216
C 0.237 -2.998 -1.423
C 1.021 -4.182 -1.867
C -0.723 -2.313 -2.317
C -0.840 -2.635 -3.656
C -1.797 -1.979 -4.421
C -2.607 -1.039 -3.815
C -2.433 -0.781 -2.459
N -1.520 -1.399 -1.728
H 4.161 -4.167 3.943
H 2.936 -3.322 4.891
H 3.595 -2.572 3.428
H 1.981 -5.182 3.433
H 2.515 -4.300 2.012
H 0.547 -3.188 3.941
H 1.631 -4.557 -1.053
H 1.668 -3.902 -2.702
H 0.360 -4.978 -2.216
H -0.192 -3.380 -4.098
H -1.903 -2.205 -5.473
H -3.364 -0.506 -4.373
H -3.041 -0.045 -1.946
C -4.007 1.741 0.950
C -3.359 0.520 0.771
N -2.072 0.716 0.504
N -1.854 2.050 0.514
C -3.015 2.682 0.775
B -0.380 2.488 0.240
N 0.009 1.935 -1.173
C 0.240 2.630 -2.298
C 0.734 1.765 -3.251
C 0.792 0.531 -2.598
N 0.357 0.637 -1.346
N 0.528 1.788 1.300
C 1.370 2.353 2.188
C 2.036 1.353 2.858
C 1.538 0.172 2.300
N 0.634 0.444 1.364
N -0.099 3.985 0.271
C -0.805 5.112 0.580
C 0.015 6.191 0.411
C 1.235 5.633 -0.022
N 1.171 4.317 -0.102
H -5.046 1.913 1.176
H -3.757 -0.482 0.828
H -3.089 3.748 0.824
H 0.065 3.693 -2.347
H 1.042 1.993 -4.258
H 1.153 -0.414 -2.976
H 1.447 3.424 2.279
H 2.776 1.456 3.633
H 1.798 -0.849 2.535
H -1.820 5.093 0.919
H -0.223 7.229 0.575
H 2.158 6.136 -0.273
*
```

***

Formula: C22H25Br2I2LiN8O4S
Source: the OMol25 dataset
Level of theory: ωB97M-V/def2-TZVPD

Computed properties:
Energy relative to the best compared isomer or geometry (same formula, charge and spin), kcal/mol: 0.0
HOMO, eV: -8.12
HOMO-LUMO gap, eV: 8.18

The geometry in ORCA input format:
```
! wB97M-V def2-TZVPD RIJCOSX def2/J DEFGRID3
* xyz 0 1
Li -0.075 0.146 0.475
C -2.075 -4.621 1.242
C -1.794 -3.638 2.315
N -1.934 -3.825 3.588
N -1.512 -2.641 4.139
C -1.123 -1.720 3.247
S -0.566 -0.160 3.516
N -1.314 -2.370 2.066
N -1.005 -1.796 0.841
H -2.380 -5.559 1.696
H -1.181 -4.782 0.639
H -2.871 -4.268 0.585
H -1.527 -2.506 5.135
H -1.783 -1.905 0.196
H -0.136 -2.230 0.490
Br 8.336 -2.167 1.364
C 6.459 -2.011 1.148
C 5.828 -0.838 1.530
C 4.456 -0.727 1.353
C 3.721 -1.781 0.826
C 4.374 -2.952 0.464
C 5.748 -3.072 0.612
C 2.228 -1.674 0.631
O 1.577 -2.729 0.574
O 1.741 -0.501 0.524
H 6.403 -0.025 1.951
H 3.949 0.191 1.618
H 3.790 -3.775 0.075
H 6.262 -3.979 0.322
C 0.733 0.529 -4.905
N -0.022 0.110 -3.749
C -1.458 -0.082 -3.723
C -1.700 -0.327 -2.230
O -2.761 -0.671 -1.759
N -0.519 -0.125 -1.550
C 0.411 0.121 -2.470
N 1.675 0.392 -2.139
H 0.241 0.151 -5.798
H 1.737 0.104 -4.886
H 0.810 1.617 -4.983
H -1.778 -0.937 -4.319
H -2.004 0.807 -4.049
H 1.932 0.205 -1.165
H 2.392 0.416 -2.840
Br -6.417 1.083 1.173
C -5.410 2.305 0.142
C -6.107 3.120 -0.740
C -5.427 4.028 -1.534
C -4.045 4.120 -1.449
C -3.352 3.308 -0.566
C -4.027 2.398 0.244
I -2.872 1.248 1.540
H -7.183 3.034 -0.801
H -5.979 4.660 -2.218
H -3.505 4.824 -2.070
H -2.272 3.363 -0.500
N 1.720 1.990 2.313
C 1.115 2.615 1.302
O 0.345 2.054 0.528
C 1.313 4.107 1.133
I 3.232 4.873 1.656
H 1.530 1.004 2.450
H 2.320 2.483 2.951
H 0.595 4.634 1.756
H 1.142 4.354 0.093
*
```

***

Formula: C22H25Cl2N4O2RuS2
Source: the OMol25 dataset
Level of theory: ωB97M-V/def2-TZVPD

Computed properties:
Energy relative to the best compared isomer or geometry (same formula, charge and spin), kcal/mol: 33.6
HOMO (spin up / spin down), eV: -13.36 / -13.87
HOMO-LUMO gap (spin up / spin down), eV: 7.14 / 7.07

The geometry in ORCA input format:
```
! wB97M-V def2-TZVPD RIJCOSX def2/J DEFGRID3
* xyz 2 2
Ru 0.632 0.523 1.180
C -4.272 -4.476 -3.523
C -3.491 -3.757 -2.463
C -4.012 -3.573 -1.187
C -3.300 -2.892 -0.212
C -2.041 -2.398 -0.526
C -1.484 -2.587 -1.791
C -2.210 -3.267 -2.744
S -1.229 -1.416 0.647
O 0.229 -1.697 0.628
O -1.908 -1.487 1.903
N -1.160 0.116 0.064
C -1.804 1.198 0.680
C -3.164 1.375 0.866
C -3.554 2.564 1.456
C -2.595 3.496 1.868
C -1.259 3.202 1.718
N -0.870 2.067 1.112
H -5.302 -4.642 -3.214
H -3.823 -5.445 -3.744
H -4.279 -3.901 -4.450
H -4.986 -3.978 -0.945
H -3.701 -2.758 0.783
H -0.480 -2.239 -1.999
H -1.781 -3.445 -3.723
H -3.864 0.608 0.570
H -4.604 2.772 1.613
H -2.889 4.430 2.322
H -0.478 3.864 2.069
Cl 0.651 0.305 3.567
C 2.347 0.385 4.036
C 2.658 0.220 5.369
C 3.997 0.279 5.726
C 4.979 0.490 4.766
C 4.624 0.651 3.439
Cl 5.855 0.909 2.254
C 3.285 0.605 3.046
S 2.784 0.852 1.384
H 1.884 0.045 6.103
H 4.278 0.156 6.762
H 6.022 0.528 5.044
N 2.422 1.701 -3.455
C 2.240 0.241 -3.136
C 2.179 0.076 -1.627
N 1.103 0.875 -1.014
C 1.223 2.295 -1.380
C 1.287 2.507 -2.884
H 2.498 1.847 -4.464
H 3.303 2.023 -3.045
H 3.076 -0.311 -3.562
H 1.319 -0.073 -3.628
H 3.134 0.370 -1.189
H 2.022 -0.975 -1.382
H 0.188 0.505 -1.287
H 2.122 2.691 -0.898
H 0.371 2.844 -0.988
H 1.443 3.553 -3.140
H 0.381 2.153 -3.376
*
```

***

Formula: C22H25ClN2PPrS
Source: the OMol25 dataset
Level of theory: ωB97M-V/def2-TZVPD

Computed properties:
Energy relative to the best compared isomer or geometry (same formula, charge and spin), kcal/mol: 0.0
HOMO (spin up / spin down), eV: -13.99 / -13.97
HOMO-LUMO gap (spin up / spin down), eV: 4.23 / 4.00

The geometry in ORCA input format:
```
! wB97M-V def2-TZVPD RIJCOSX def2/J DEFGRID3
* xyz 2 3
Pr 0.228 0.086 1.452
Cl 2.822 -0.673 1.215
P -0.030 -0.139 -1.405
C -0.696 1.414 -2.114
C -1.923 1.432 -2.832
C -2.373 2.634 -3.374
C -1.660 3.816 -3.129
C -0.507 3.831 -2.334
C -0.024 2.650 -1.786
C 1.621 -0.322 -2.159
C 2.347 -1.537 -1.857
C 3.619 -1.700 -2.383
C 4.193 -0.685 -3.164
C 3.527 0.525 -3.402
C 2.254 0.727 -2.872
C -0.996 -1.495 -2.149
C -1.581 -2.491 -1.293
C -2.384 -3.467 -1.877
C -2.565 -3.475 -3.272
C -1.973 -2.532 -4.109
C -1.170 -1.524 -3.563
H 1.899 -2.264 -1.209
H 4.148 -2.623 -2.189
H 5.188 -0.837 -3.604
H 3.965 1.318 -4.004
H 1.722 1.649 -3.035
H -2.444 0.497 -3.005
H -3.272 2.608 -3.986
H -2.033 4.746 -3.559
H 0.042 4.753 -2.160
H 0.871 2.618 -1.173
H -1.428 -2.423 -0.226
H -2.855 -4.212 -1.243
H -3.181 -4.254 -3.717
H -2.112 -2.525 -5.194
H -0.713 -0.748 -4.156
H -1.465 1.015 0.889
H -1.658 -0.504 0.979
S -0.358 -1.941 3.440
C -0.116 -0.642 4.561
N -1.181 -0.005 5.072
C -1.129 0.571 6.450
C 0.156 1.369 6.537
C 1.348 0.475 6.270
N 1.099 -0.272 4.995
H -2.045 -0.401 4.768
H -1.167 -0.229 7.193
H -2.001 1.201 6.548
H 0.243 1.828 7.528
H 0.136 2.174 5.768
H 1.511 -0.230 7.090
H 2.252 1.056 6.127
H 1.848 -0.842 4.652
*
```

***

Formula: C22H25F6INO4PS4SbScSeSi
Source: the OMol25 dataset
Level of theory: ωB97M-V/def2-TZVPD

Computed properties:
Energy relative to the best compared isomer or geometry (same formula, charge and spin), kcal/mol: 16.2
HOMO (spin up / spin down), eV: -5.45 / -5.69
HOMO-LUMO gap (spin up / spin down), eV: 7.45 / 5.76

The geometry in ORCA input format:
```
! wB97M-V def2-TZVPD RIJCOSX def2/J DEFGRID3
* xyz -1 2
Sc -0.104 -0.105 0.798
O 4.431 -3.748 4.936
C 3.691 -3.089 4.260
S 2.085 -2.562 4.790
C 1.641 -1.694 3.339
C 2.583 -1.707 2.296
S 2.412 -0.955 0.803
S 4.076 -2.560 2.613
S 0.167 -0.894 3.315
O -1.391 3.841 -1.291
C -1.672 2.674 -1.319
O -2.372 2.012 -0.394
C -1.369 1.740 -2.465
P -0.085 0.470 -2.064
C -0.416 -0.662 -3.466
C -1.622 -1.364 -3.430
C -1.967 -2.227 -4.460
C -1.100 -2.415 -5.530
C 0.106 -1.729 -5.566
C 0.444 -0.852 -4.543
C 1.481 1.295 -2.461
C 1.571 2.672 -2.638
C 2.810 3.263 -2.850
C 3.959 2.490 -2.881
C 3.874 1.118 -2.683
C 2.643 0.521 -2.463
H -1.086 2.305 -3.351
H -2.271 1.164 -2.674
H -2.284 -1.252 -2.579
H -2.908 -2.763 -4.418
H -1.364 -3.095 -6.331
H 0.788 -1.873 -6.394
H 1.385 -0.322 -4.584
H 0.691 3.301 -2.576
H 2.871 4.337 -2.978
H 4.923 2.958 -3.041
H 4.769 0.508 -2.685
H 2.588 -0.550 -2.294
F 0.561 1.615 0.460
Sb -2.739 2.538 1.469
F -1.716 0.836 1.759
F -4.275 1.462 1.309
F -3.687 4.104 1.065
F -1.127 3.440 1.728
F -3.032 2.561 3.321
C -4.196 -4.024 0.579
Si -3.498 -2.285 0.729
C -4.428 -1.180 -0.463
C -3.724 -1.718 2.497
Se -1.325 -2.400 0.101
H -5.262 -4.040 0.823
H -3.679 -4.710 1.254
H -4.071 -4.397 -0.440
H -5.477 -1.080 -0.168
H -4.395 -1.618 -1.466
H -3.999 -0.176 -0.502
H -4.777 -1.809 2.780
H -3.427 -0.679 2.640
H -3.130 -2.340 3.168
N 0.406 -4.137 -2.672
C 1.366 -3.609 -1.864
O 2.069 -2.679 -2.204
C 1.533 -4.294 -0.530
I 3.385 -5.356 -0.496
H 0.164 -3.570 -3.473
H -0.367 -4.604 -2.226
H 0.753 -5.013 -0.308
H 1.593 -3.550 0.259
*
```

***

Per-record E, a.u.: -1846.2283, -3053.1547, -2776.2416, -3441.6773, -7741.7017, -3033.9403, -2678.9243, -7732.5172